Record 1
The following is a DFT calculation (ωB97M-V with the def2-TZVPD basis set) of a molecular structure, C74H154O50PS15 in a non-equilibrium geometry.

Calculated values
Largest force on an atom (eV Å⁻¹): 4.95
Total charge: +1
Lowest unoccupied orbital energy (eV): -1.75
Molar mass (g/mol): 2356.0
HOMO-LUMO gap (eV): 8.47

Geometry (Å):
C  -2.4669  -1.0013  -4.2777
C  -1.7903  -1.4154  -2.9252
C  -0.9420  -0.2491  -2.4790
C  -0.3450  -0.4654  -1.0980
P  1.2050  0.4807  -0.6384
C  0.7077  2.2248  -0.8288
C  1.5703  3.2621  -0.1573
C  3.0265  3.3814  -0.6549
C  3.0414  3.9184  -2.1235
C  1.5320  0.2049  1.1340
C  0.3331  0.3870  2.0248
C  0.8721  0.7826  3.4234
C  -0.1760  1.2908  4.3979
C  2.5889  -0.0880  -1.5861
C  2.5845  -1.5214  -2.0939
C  3.5846  -1.6729  -3.3099
C  3.5083  -3.0896  -4.0261
H  -2.8686  -1.8645  -4.8082
H  -1.8407  -0.3949  -4.9321
H  -3.2949  -0.3186  -4.0867
H  -1.1293  -2.2669  -3.0870
H  -2.4762  -1.8286  -2.1857
H  -1.4029  0.7288  -2.3401
H  -0.0958  -0.2006  -3.1644
H  -0.1235  -1.4960  -0.8204
H  -1.1212  -0.1403  -0.4053
H  -0.3005  2.2649  -0.4165
H  0.6013  2.4278  -1.8945
H  1.4714  3.1109  0.9176
H  1.0369  4.2065  -0.0496
H  3.6266  2.4751  -0.7358
H  3.6313  3.9951  0.0127
H  4.0287  4.0938  -2.5506
H  2.5011  4.8489  -2.2976
H  2.5645  3.1808  -2.7690
H  2.4108  0.8155  1.3414
H  1.9571  -0.7987  1.1397
H  -0.3024  -0.4840  2.1850
H  -0.3816  1.0295  1.5105
H  1.7075  1.4817  3.4602
H  1.2748  -0.0785  3.9567
H  -0.5747  2.2792  4.1693
H  0.3690  1.3697  5.3386
H  -1.0048  0.5830  4.3816
H  3.5427  0.1444  -1.1124
H  2.6787  0.4989  -2.5002
H  1.6115  -1.8449  -2.4638
H  2.7956  -2.2372  -1.2994
H  4.6213  -1.4474  -3.0600
H  3.2912  -0.9332  -4.0548
H  2.4351  -3.2665  -4.0976
H  3.8170  -3.9095  -3.3776
H  4.0005  -3.0636  -4.9983
C  10.0405  0.7554  -1.7785
C  11.2842  1.6233  -1.8104
O  11.4569  1.8888  -3.2022
S  9.9956  2.0290  -3.9624
O  9.8744  1.0762  -5.0858
O  9.6285  3.3956  -4.1402
O  9.1881  1.4303  -2.6503
H  9.4697  0.9461  -0.8697
H  10.2178  -0.2704  -2.1016
H  12.1769  1.1643  -1.3854
H  11.1385  2.5587  -1.2700
C  8.4140  -6.9112  -11.5781
C  8.4727  -8.2835  -10.8579
O  7.6391  -9.1444  -11.5396
S  6.3403  -8.2428  -12.0264
O  5.3939  -8.0770  -10.8825
O  5.7287  -8.8100  -13.2440
O  7.2103  -6.8655  -12.3092
H  9.1883  -6.7805  -12.3341
H  8.3642  -6.1944  -10.7584
H  8.1707  -8.3203  -9.8112
H  9.4719  -8.7042  -10.7447
C  -7.9884  0.8144  4.4937
C  -6.5215  1.2512  4.5447
O  -6.1330  1.7390  3.2488
S  -7.2424  1.3431  2.0963
O  -6.9174  -0.0862  1.7121
O  -7.3802  2.4322  1.1428
O  -8.4426  1.4243  3.3184
H  -8.6772  1.1263  5.2788
H  -8.0005  -0.2748  4.5336
H  -5.8294  0.4306  4.7334
H  -6.3759  2.0574  5.2637
C  9.4638  -0.0419  7.4173
C  8.1360  -0.5935  8.1263
O  7.2914  -0.7181  6.9972
S  8.1420  -1.2721  5.6424
O  7.4445  -0.9483  4.3712
O  8.5175  -2.6767  5.9325
O  9.2070  -0.0754  6.0267
H  10.3468  -0.6144  7.7013
H  9.7286  0.9572  7.7635
H  7.6571  0.1263  8.7902
H  8.2779  -1.5751  8.5785
C  -6.1259  8.0089  4.1598
C  -4.8853  8.5158  4.7994
O  -3.9899  8.9717  3.7511
S  -4.7265  9.1649  2.2975
O  -4.0051  8.4622  1.1920
O  -5.2216  10.5172  2.0340
O  -5.9657  8.1256  2.7824
H  -6.9237  8.6997  4.4325
H  -6.4382  6.9864  4.3720
H  -4.5821  7.6401  5.3732
H  -5.1112  9.2936  5.5289
O  -6.9118  -7.7636  -10.7157
S  -8.0867  -8.1951  -9.9725
O  -9.2750  -8.6359  -10.7471
O  -7.8393  -9.3775  -8.8804
C  -6.7467  -9.2938  -7.9967
C  -6.1224  -10.5721  -7.6692
C  -8.5373  -6.9496  -8.7657
H  -7.1413  -8.8038  -7.1065
H  -5.9834  -8.6566  -8.4434
H  -6.6934  -11.3691  -7.1930
H  -5.2140  -10.2876  -7.1382
H  -5.7675  -11.0106  -8.6018
H  -7.6468  -6.8243  -8.1497
H  -9.3773  -7.3811  -8.2213
H  -8.9777  -6.0852  -9.2625
O  6.7620  5.4328  10.8702
S  6.0256  6.7157  10.9608
O  6.4961  7.9178  10.2818
O  4.4768  6.4637  10.4346
C  3.4990  7.5307  10.4968
C  2.2677  6.9688  9.7556
C  5.6693  7.1930  12.6943
H  3.6991  8.4541  9.9532
H  3.1380  7.8447  11.4762
H  1.5159  7.7315  9.5527
H  1.7638  6.1779  10.3112
H  2.5114  6.5761  8.7684
H  4.9438  6.5628  13.2086
H  5.3375  8.2309  12.7228
H  6.6306  7.0420  13.1854
O  -4.3145  4.8145  11.9420
S  -5.6905  4.4611  11.5150
O  -6.3614  5.0977  10.3912
O  -5.7909  2.8547  11.2973
C  -5.1202  2.0756  12.2430
C  -5.2993  0.5565  11.7974
C  -6.8268  4.5277  12.9550
H  -5.6434  2.0937  13.1991
H  -4.0913  2.3106  12.5153
H  -6.3273  0.2481  11.9879
H  -4.6466  -0.0540  12.4213
H  -5.0189  0.4216  10.7528
H  -7.6962  3.9469  12.6470
H  -7.1294  5.5554  13.1556
H  -6.2844  4.0929  13.7945
O  3.2881  -6.1212  3.2162
S  3.3384  -7.5483  3.4218
O  2.0778  -8.3195  3.2284
O  4.6138  -8.2012  2.4604
C  5.8441  -7.4708  2.4304
C  6.3594  -7.1231  0.9995
C  3.9748  -8.0458  5.0229
H  6.5032  -7.9764  3.1361
H  5.7148  -6.5414  2.9849
H  7.3198  -6.6418  1.1839
H  5.5798  -6.5602  0.4861
H  6.6066  -7.9750  0.3660
H  3.2128  -8.3758  5.7290
H  4.4845  -7.1437  5.3613
H  4.7956  -8.7287  4.8040
O  1.5127  2.1350  -7.8635
S  2.5675  2.2766  -8.8674
O  3.7200  3.1184  -8.6999
O  3.0836  0.6375  -9.2575
C  4.1417  0.5063  -10.2671
C  3.8504  -0.3893  -11.4586
C  1.8405  2.5919  -10.5657
H  4.9851  0.0037  -9.7937
H  4.5148  1.4744  -10.6014
H  3.1532  0.0603  -12.1657
H  3.4425  -1.3075  -11.0359
H  4.7008  -0.8649  -11.9472
H  1.2595  1.6918  -10.7667
H  2.6619  2.7614  -11.2619
H  1.2426  3.5024  -10.5232
O  -1.4808  -9.1629  -3.8921
S  -1.4637  -9.3860  -2.4617
O  -1.6782  -8.2802  -1.5540
O  -2.5948  -10.6429  -2.1750
C  -3.3165  -10.7408  -0.9532
C  -3.2949  -12.2757  -0.5498
C  0.1599  -10.2203  -1.9039
H  -4.2626  -10.2030  -1.0147
H  -2.8645  -10.0874  -0.2070
H  -3.9191  -12.8052  -1.2696
H  -3.6702  -12.3868  0.4675
H  -2.3010  -12.7059  -0.6731
H  0.9225  -9.5307  -2.2657
H  0.2991  -11.1573  -2.4432
H  0.0949  -10.4647  -0.8436
O  10.4479  7.0129  2.5853
S  9.6686  8.1218  2.1078
O  9.3842  8.2897  0.6859
O  8.1518  8.1064  2.8319
C  8.0398  7.5376  4.1059
C  7.6908  6.0093  4.0634
C  10.2919  9.6927  2.8158
H  7.1495  7.9798  4.5530
H  8.9426  7.6770  4.7005
H  8.4731  5.4027  3.6073
H  6.7062  5.7488  3.6751
H  7.7005  5.6104  5.0777
H  11.0791  10.1417  2.2101
H  10.5116  9.5580  3.8748
H  9.4294  10.3546  2.8935
O  -12.7338  -0.7184  -4.5488
S  -11.5713  -0.6017  -5.4217
O  -10.5836  -1.6594  -5.5639
O  -12.0755  -0.1741  -6.9593
C  -13.0902  0.8029  -7.0791
C  -14.5101  0.3009  -7.1313
C  -10.6495  0.9106  -5.1106
H  -13.0373  1.3903  -7.9958
H  -12.9857  1.5625  -6.3044
H  -15.2563  1.0886  -7.2348
H  -14.7425  -0.3839  -6.3157
H  -14.7193  -0.2971  -8.0183
H  -11.2866  1.7393  -4.8017
H  -10.1146  1.2264  -6.0063
H  -9.9082  0.5294  -4.4083
O  -1.9628  -1.2644  -13.1564
S  -2.4189  -2.6066  -12.9516
O  -1.9132  -3.7485  -13.8274
O  -2.2376  -3.0981  -11.3602
C  -1.8147  -4.3792  -11.0123
C  -0.7932  -4.2186  -9.9011
C  -4.2294  -2.6278  -13.1553
H  -1.2504  -4.8297  -11.8289
H  -2.6191  -5.0589  -10.7310
H  -0.1837  -5.1222  -9.9017
H  -1.4059  -4.2328  -8.9997
H  -0.1267  -3.3727  -10.0694
H  -4.5545  -3.6359  -12.8981
H  -4.4633  -2.4139  -14.1982
H  -4.7906  -1.9331  -12.5304
O  4.0552  12.2427  4.4727
S  2.7819  11.7637  3.8807
O  2.1545  10.4739  4.2737
O  1.5697  12.8909  3.9553
C  1.2357  13.4168  5.2101
C  0.0689  12.7102  5.7637
C  3.0491  11.7921  2.0480
H  0.9849  14.4554  4.9946
H  2.1246  13.4638  5.8392
H  0.2725  11.7008  6.1211
H  -0.8194  12.6588  5.1341
H  -0.2261  13.2138  6.6842
H  3.9267  11.1970  1.7956
H  3.3613  12.8331  1.9645
H  2.1713  11.5350  1.4550
C  -7.6354  5.2483  -8.8328
C  -7.3311  5.5881  -7.5245
C  -6.1943  5.0988  -6.8493
C  -5.3729  4.1888  -7.4476
C  -5.7419  3.7425  -8.6852
C  -6.7978  4.3092  -9.4249
H  -8.5610  5.6010  -9.2633
H  -7.9670  6.2720  -6.9820
H  -5.8363  5.5264  -5.9245
H  -4.4508  3.8333  -7.0120
H  -5.0585  3.0867  -9.2041
H  -7.0748  3.8617  -10.3680
C  2.1431  -6.6942  13.1751
C  3.4366  -6.3710  12.5828
C  3.4860  -5.2108  11.7705
C  2.3740  -4.2955  11.6671
C  1.2206  -4.5677  12.3742
C  1.0331  -5.8087  13.0090
H  2.1688  -7.5813  13.7907
H  4.3282  -6.9617  12.7329
H  4.4625  -5.0497  11.3381
H  2.4001  -3.3856  11.0859
H  0.4526  -3.8156  12.2698
H  0.1169  -6.0261  13.5379
C  -3.9051  -4.7373  6.1382
C  -3.7985  -4.8735  4.7671
C  -4.8913  -5.1567  3.9937
C  -6.1747  -5.2933  4.5421
C  -6.3297  -5.0782  5.9206
C  -5.1904  -4.8358  6.7212
H  -3.0568  -4.5407  6.7770
H  -2.8552  -4.8292  4.2430
H  -4.7798  -5.2768  2.9262
H  -6.9781  -5.5747  3.8775
H  -7.3128  -5.2889  6.3151
H  -5.3575  -4.7484  7.7846

Record 2
The following is a DFT calculation (ωB97M-V with the def2-TZVPD basis set) of C5H7BO in the gas phase in a non-equilibrium geometry.

Calculated values
Largest force on an atom (eV Å⁻¹): 3.31
Lowest unoccupied orbital energy (eV): 0.49
SMILES string: OBC1C=CC=C1
Relative energy (zero: lowest compared OMol25 entry of this formula, charge and spin) (kJ/mol): 7.8
Molar mass (g/mol): 93.9
HOMO-LUMO gap (eV): 8.73

Geometry (Å):
O  -0.4102  2.6185  0.6237
B  0.2923  1.5184  0.8049
C  0.2784  0.3776  -0.5428
C  1.1717  -0.7753  -0.2986
C  0.4320  -1.8890  -0.1495
C  -0.9581  -1.5566  -0.3326
C  -1.0692  -0.2426  -0.5911
H  -0.4612  3.2565  1.3388
H  0.8914  1.2496  1.7830
H  0.5288  0.9714  -1.4196
H  2.2396  -0.6894  -0.2215
H  0.7889  -2.8799  0.0645
H  -1.7566  -2.2758  -0.2797
H  -1.9676  0.3167  -0.7794

The lowest molar mass belongs to which entry?
C5H7BO